The following is a DFT calculation (the ωB97M-V functional and the def2-TZVPD basis) of a structure of composition C27H30IN7O4RhS2Si.

```
! RIJCOSX wB97M-V def2-TZVPD def2/J DEFGRID3
* xyz 1 1
C -1.53 -2.98 -0.19
H -7.43 1.40 -1.28
I -2.33 -5.96 -0.54
H 1.95 -2.75 -1.59
H -2.10 -0.25 2.60
H 1.14 -2.63 1.30
H 4.35 0.73 -1.37
H -2.40 -2.54 -0.66
C 2.80 -2.09 -1.76
H -4.01 -1.16 1.21
C 0.22 3.63 -1.66
N 0.37 -0.27 2.07
C -1.23 -4.32 0.03
H 2.86 0.61 4.83
C 2.64 0.17 2.76
C -0.03 -4.31 0.72
H 3.62 -2.69 -2.15
O -2.10 0.10 0.33
C -5.32 1.06 -0.98
H -1.76 -1.08 4.13
C -0.29 -2.34 -3.12
H 3.68 0.29 2.49
N -0.58 -2.20 0.32
H 0.58 -2.80 -3.59
C 0.15 1.44 -3.86
H 4.56 -3.23 0.55
C 2.17 0.36 4.04
C -7.03 -0.09 0.20
H 0.26 2.35 -4.41
H 0.57 -5.11 1.11
H -0.93 2.26 2.40
C -4.36 0.34 -0.27
C 0.12 1.26 -2.52
N 1.90 -0.46 0.47
N 0.32 -3.03 0.86
C -1.57 -0.18 3.55
N 0.15 1.86 -0.18
O -9.26 0.36 -0.16
H 0.84 2.36 2.58
H 4.72 -1.94 1.74
Rh -0.10 -0.21 0.02
C -6.10 -0.83 0.91
C 0.20 2.29 -1.49
H -0.13 3.83 2.53
C 4.68 0.00 -0.63
C -4.76 -0.60 0.67
N -8.47 -0.31 0.46
S 0.14 4.38 -0.13
H -4.99 1.78 -1.72
H -6.44 -1.56 1.62
C 1.69 -0.18 1.78
Si 3.33 -1.21 -0.20
C -0.04 2.82 2.13
N -0.06 -0.04 -2.10
H -0.37 -2.73 -2.11
H -1.18 -2.65 -3.68
H -1.95 0.66 4.12
O -8.76 -1.15 1.29
C -0.16 -0.86 -3.12
C 0.80 0.24 4.33
C -6.67 0.86 -0.75
H 2.52 -1.36 -2.52
H 0.23 4.19 -2.57
S -0.07 -0.06 -4.63
C 4.02 -2.43 1.06
C 0.09 2.87 0.65
C -2.91 0.59 -0.56
O -2.56 1.20 -1.56
C -0.09 -0.04 3.32
H 0.44 0.39 5.33
H 5.52 -0.55 -1.06
H 5.05 0.54 0.24
H 3.26 -2.91 1.69
*
```

Results
maximum force: 0.0304 Eh/bohr
molecular weight: 838.61 g/mol
ΔE to the lowest compared entry with this formula, charge and spin: 7.07 kcal/mol
gap between HOMO and LUMO: 8.248 eV

=====

The following is a DFT calculation (the ωB97M-V functional and the def2-TZVPD basis) of a cluster of 2 separate species, C3H3IO2 in total.

```
! RIJCOSX wB97M-V def2-TZVPD def2/J DEFGRID3
* xyz 0 1
C -0.32 -1.16 -0.16
C 0.25 0.07 0.21
H -0.01 0.14 1.65
O -0.35 1.06 -0.50
I 2.45 0.01 0.00
O 0.24 2.35 -0.30
C -0.76 -2.27 -0.45
H -1.34 -2.85 -1.08
H -0.18 2.64 0.62
*
```

Results
maximum force: 0.0960 Eh/bohr
molecular weight: 197.96 g/mol
ΔE to the lowest compared entry with this formula, charge and spin: 142.57 kcal/mol
gap between HOMO and LUMO: 9.327 eV

=====

The following is a DFT calculation (the ωB97M-V functional and the def2-TZVPD basis) of a cluster of 2 separate species, C6H14NS in total.

```
! RIJCOSX wB97M-V def2-TZVPD def2/J DEFGRID3
* xyz -1 1
N 0.17 -0.20 1.43
C 1.37 -0.28 0.13
H 1.55 2.53 0.20
C 0.79 -1.36 -0.82
H 0.20 -0.05 -2.50
C 0.90 -1.05 -2.28
H 1.95 -0.53 0.95
H 2.07 0.21 -0.55
C -3.04 -0.29 1.48
H 1.40 -2.26 -0.73
H -0.39 0.91 -0.52
H -2.92 0.58 2.21
H -0.10 2.76 1.05
C 0.30 0.78 0.35
H -3.55 -1.24 1.84
H 0.46 -1.85 -2.85
H -0.22 -1.56 -0.55
S 2.54 -0.49 -2.93
H 1.34 1.85 1.70
H -3.56 0.01 0.44
C 0.78 2.14 0.86
H -2.04 -0.58 1.08
*
```

Results
maximum force: 0.0908 Eh/bohr
molecular weight: 132.25 g/mol
ΔE to the lowest compared entry with this formula, charge and spin: 121.33 kcal/mol
gap between HOMO and LUMO: 6.241 eV

=====

The following is a DFT calculation (the ωB97M-V functional and the def2-TZVPD basis) of a structure of composition C5H10O2.

```
! RIJCOSX wB97M-V def2-TZVPD def2/J DEFGRID3
* xyz 0 1
C -0.50 0.60 0.13
H 0.59 0.41 2.18
H -2.51 0.68 -0.92
O -1.28 2.09 -1.63
H 1.07 -2.35 0.96
H -0.22 -0.97 -0.44
C 0.16 -0.45 1.66
H -0.74 1.44 0.74
O 0.80 0.64 -0.46
H 1.70 -1.05 -1.25
H -0.35 2.21 -1.86
H -0.46 -1.03 2.36
H 2.23 -1.02 1.22
H -1.20 0.06 -1.96
C 0.94 -0.78 -0.50
C -1.45 0.77 -1.15
C 1.21 -1.26 0.92
*
```

Results
maximum force: 0.0685 Eh/bohr
molecular weight: 102.13 g/mol
ΔE to the lowest compared entry with this formula, charge and spin: 114.98 kcal/mol
gap between HOMO and LUMO: 10.576 eV

=====

The following is a DFT calculation (the ωB97M-V functional and the def2-TZVPD basis) of the molecule C18H26O3.

```
! RIJCOSX wB97M-V def2-TZVPD def2/J DEFGRID3
* xyz 0 1
C 1.12 -1.87 3.04
C -2.14 -1.01 -2.54
C 1.23 3.04 -0.96
C 3.56 -2.63 1.97
H -3.90 -0.22 -3.45
C -2.79 -2.31 -2.07
C -2.04 -0.04 -1.30
C 0.58 2.31 0.24
H -1.29 3.66 1.84
H 0.02 0.52 -1.56
C -0.28 3.91 2.08
H -3.77 -2.11 -1.64
H -2.43 0.51 -4.02
H -1.42 2.78 -0.28
H 4.54 -4.57 3.07
H 0.07 0.43 2.10
H -1.05 1.64 -2.31
H -1.77 -0.67 -0.46
C 2.91 -1.49 1.49
H 3.41 -1.03 0.63
H -3.01 -3.01 -2.90
C 0.98 0.20 1.57
H 0.58 3.92 -1.25
O 3.62 -4.54 3.40
H 2.33 0.79 0.03
C 1.76 -3.05 3.49
H -1.36 1.36 0.69
C -0.94 1.00 -1.41
H -0.29 -1.62 -2.27
H 1.77 3.56 1.64
H 2.22 3.41 -0.70
C 1.41 1.07 0.57
H -2.16 -2.85 -1.33
H 4.49 -2.90 1.53
O -3.24 0.66 -1.03
H -0.11 4.64 2.88
H 1.34 2.42 -1.84
C -2.87 -0.42 -3.72
O -0.84 -1.30 -3.04
C 0.74 3.31 1.36
H 1.24 -3.66 4.25
C 1.69 -1.05 2.04
C -0.85 1.89 -0.14
C 2.98 -3.42 2.96
H 0.12 -1.61 3.42
H -3.26 1.48 -1.53
H -2.88 -1.13 -4.54
*
```

Results
maximum force: 0.0686 Eh/bohr
molecular weight: 290.40 g/mol
ΔE to the lowest compared entry with this formula, charge and spin: 37.74 kcal/mol
gap between HOMO and LUMO: 8.648 eV

=====

The following is a DFT calculation (the ωB97M-V functional and the def2-TZVPD basis) of a structure of composition C34H57ClP2ReSi2.

```
! RIJCOSX wB97M-V def2-TZVPD def2/J DEFGRID3
* xyz 0 4
C -1.12 2.94 3.15
H -2.01 5.40 -1.85
H 4.33 3.74 -1.53
H -2.88 -2.12 -0.83
P -0.28 -2.74 0.91
C 0.13 -0.90 -1.95
H -0.24 5.81 1.35
H -0.71 -1.57 -2.11
H -0.92 3.18 -1.87
H -0.40 5.52 -1.11
Cl -3.45 0.21 2.15
H 4.25 2.19 -0.64
H -0.52 -4.93 4.00
H 4.75 0.22 5.33
H 0.92 4.85 2.30
C -0.96 3.82 1.90
C 3.90 2.73 -1.54
H -1.66 0.91 0.69
H 2.07 -4.13 -3.30
H 6.76 -0.09 3.88
H 2.49 0.43 5.63
H 1.37 4.61 -0.05
H -2.88 1.95 -1.20
C 3.92 -2.98 -1.04
H -0.26 0.28 2.39
C 5.59 -0.15 2.04
Re 0.64 -0.04 -0.09
H -1.87 5.51 -0.09
H -1.59 3.54 3.94
C 2.27 -0.15 -1.56
C -0.95 -3.40 2.53
H -1.87 -5.43 0.87
H 4.28 2.20 -2.43
H -1.97 4.10 1.58
C 0.77 0.26 2.74
H 1.59 4.86 -2.92
H 4.23 -0.17 0.37
C -1.40 -3.67 -0.33
H -3.45 -3.79 -0.97
H 4.27 -2.34 -0.23
H -2.01 -5.64 -0.88
C 5.77 -0.05 3.43
H 4.29 -2.59 -2.00
C -1.40 -5.17 -0.09
H 2.07 -3.02 1.35
H -0.16 2.57 3.53
H -1.62 -2.77 4.47
C 0.12 0.52 -2.05
C 1.38 -3.46 0.61
C -2.83 -3.11 -0.37
C -0.15 -4.61 3.02
H -0.24 -5.47 2.34
H -3.45 3.58 -1.61
H -0.50 5.57 3.07
C -1.12 -2.33 3.60
C 1.47 -4.28 -2.40
H 2.06 3.21 0.81
H -1.69 -0.79 0.84
C -1.40 0.00 0.14
C 2.29 0.34 4.57
H 3.35 -0.13 -1.42
H 0.16 0.51 4.81
H -1.78 2.09 2.95
H -3.27 -3.03 0.63
C 3.38 0.17 3.68
H 0.92 -4.36 3.11
C 1.81 0.10 1.85
C -1.40 5.08 -0.99
H -0.92 -3.46 -1.29
C 3.17 0.05 2.26
H -0.16 -1.91 3.93
H -2.12 -0.06 -0.68
C 4.67 0.12 4.24
H 0.41 3.60 -3.37
C 1.37 3.51 0.01
P -0.29 2.86 0.43
H -3.28 3.08 0.09
C -2.83 3.00 -0.91
H -1.77 -1.51 3.25
H 4.33 -3.99 -0.90
H 1.37 -4.56 0.76
C 1.45 -1.33 -1.58
H -0.40 -5.62 -0.13
Si 2.04 2.78 -1.61
C -1.40 3.56 -0.96
H 6.47 -0.27 1.42
H 1.63 -5.31 -2.05
C 4.33 -0.10 1.45
C 1.46 3.78 -3.09
H -1.97 -3.74 2.26
C 1.45 1.01 -1.76
H 0.41 -4.17 -2.67
H 2.09 3.50 -3.95
C 0.99 0.38 4.12
C -0.14 5.08 2.16
Si 2.05 -3.04 -1.12
H -0.72 1.15 -2.32
*
```

Results
maximum force: 0.1129 Eh/bohr
molecular weight: 805.61 g/mol
gap between HOMO and LUMO (alpha / beta): 5.971 / 5.096 eV